# 1
Density functional theory data (ωB97M-V/def2-TZVPD) for a 2-piece molecular cluster, C2HClN2S overall in a non-equilibrium geometry.

Properties
Calculated total energy, eV: -28421.8011
Net charge: 0
Frontier orbital gap (alpha / beta), eV: 5.93 / 5.93
Strongest force on any atom, eV/A: 5.028
HOMO energy (alpha / beta), eV: -8.5 / -8.5
Energy relative to the best compared isomer or geometry (same formula, charge and spin), kJ/mol: 457.86

Last column: natural (NBO) charge in e.
Geometry (Å):
C 0.14161 0.48156 0.35018  -0.30
C 0.90038 1.19958 0.97268  -0.23
N 1.83710 -0.03604 -1.27929  0.11
N 2.26685 0.96524 -1.72475  -0.14
S 1.82176 2.17102 1.84527  0.05
Cl 1.86910 2.57369 -1.53738  0.23
H -0.84587 -0.04666 0.22226  0.27



# 2
Density functional theory data (ωB97M-V/def2-TZVPD) for a 2-piece molecular cluster, C6H7NO2S overall in a non-equilibrium geometry.

Properties
Calculated total energy, eV: -22753.6432
Net charge: 0
Frontier orbital gap, eV: 7.82
Strongest force on any atom, eV/A: 4.611
HOMO energy, eV: -8.7
Energy relative to the best compared isomer or geometry (same formula, charge and spin), kJ/mol: 218.02

Last column: natural (NBO) charge in e.
Geometry (Å):
C -1.56292 0.87847 -1.71499  -0.24
C -1.96412 -0.39840 -1.32732  -0.18
C -0.68457 1.56930 -1.00356  -0.20
C -1.54377 -0.87689 -0.06536  -0.27
C -0.25392 1.16396 0.22248  -0.30
C -0.76497 -0.00250 0.73942  0.32
N 3.94612 -1.66771 0.33717  -1.00
O 2.68452 -0.38235 2.15789  -0.88
O -0.72137 -0.32060 2.12901  -0.68
S 3.96239 -0.70458 1.47832  1.47
H -2.10979 1.22437 -2.51078  0.20
H -2.31014 -1.02656 -2.04247  0.20
H -0.34735 2.44029 -1.51016  0.21
H -1.95028 -1.86183 0.14822  0.23
H 0.42298 1.78547 0.77565  0.22
H 0.03192 0.10143 2.51761  0.48
H 3.16525 -1.92188 -0.33114  0.42



# 3
Density functional theory data (ωB97M-V/def2-TZVPD) for C16H31F3P2Pt as an isolated structure in a non-equilibrium geometry.

Properties
Calculated total energy, eV: -47048.8657
Net charge: +2
Frontier orbital gap (alpha / beta), eV: 4.99 / 4.85
Spin multiplicity: 5
Strongest force on any atom, eV/A: 8.469
HOMO energy (alpha / beta), eV: -11.4 / -15.5
Energy relative to the best compared isomer or geometry (same formula, charge and spin), kJ/mol: 0.00

Last column: natural (NBO) charge in e.
Geometry (Å):
P 1.16146 1.34236 1.71628  1.05
P 0.29882 -1.52264 2.13148  1.19
C 2.50373 0.09189 1.97655  -0.72
C 2.01062 -1.26168 1.46042  -0.73
H 2.72799 0.06014 3.05370  0.26
H 3.39891 0.43821 1.44548  0.26
H 1.97888 -1.31800 0.35710  0.24
H 2.63498 -2.09187 1.81087  0.27
C 0.70163 -2.12618 3.81106  -0.96
H -0.19305 -2.56813 4.25940  0.28
H 1.05673 -1.31918 4.46047  0.26
H 1.46777 -2.90934 3.70478  0.26
C -0.45631 -2.92557 1.30226  -0.98
H 0.10214 -3.83349 1.56548  0.27
H -0.46439 -2.79119 0.21352  0.23
H -1.48726 -3.04030 1.65050  0.30
C 1.56496 2.89434 2.55938  -0.97
H 1.10467 3.72829 2.00990  0.26
H 2.65307 3.03347 2.55563  0.27
H 1.19071 2.88639 3.59080  0.27
C 1.46293 1.73941 -0.05092  -0.96
H 1.32910 0.87020 -0.70361  0.24
H 2.48640 2.10964 -0.20478  0.26
H 0.76526 2.51152 -0.39169  0.25
Pt -0.68511 0.35281 2.12042  0.21
C -0.62658 -1.77913 -3.54514  0.10
C -1.37525 -1.51267 -2.46767  0.10
C -1.78592 -0.17722 -1.94011  -0.50
C -1.56123 1.05184 -2.83990  -0.49
C -0.16448 1.57547 -2.83711  -0.12
C 0.92908 1.05076 -3.42237  -0.15
C 0.99557 -0.02412 -4.46761  -0.44
C -0.29661 -0.84835 -4.66326  -0.51
C -1.63596 2.18952 2.47771  -0.62
H -0.20619 -2.78606 -3.67116  0.24
H -1.71469 -2.35701 -1.84740  0.24
H -1.28189 -0.01615 -0.96633  0.28
H -2.86094 -0.21404 -1.69121  0.30
H -1.97345 0.85806 -3.83135  0.22
H -2.16668 1.86325 -2.40945  0.25
H -0.06450 2.56782 -2.36899  0.20
H 1.90716 1.50533 -3.20759  0.21
H 1.83262 -0.69549 -4.22028  0.25
H 1.25410 0.42099 -5.44223  0.27
H -1.11140 -0.15575 -4.88276  0.25
H -0.15511 -1.44278 -5.57907  0.28
H -1.85106 2.19028 3.55745  0.24
H -2.57180 2.23498 1.90533  0.24
H -1.00642 3.05332 2.24550  0.20
F -2.57543 -1.80029 2.99041  -0.36
C -2.59796 -0.54872 2.40803  0.69
F -3.17694 -0.72633 1.16482  -0.37
F -3.47264 0.17139 3.14725  -0.32



# 4
Density functional theory data (ωB97M-V/def2-TZVPD) for a single C5H11NO molecule in a non-equilibrium geometry.

Properties
Calculated total energy, eV: -8899.8210
Net charge: 0
Frontier orbital gap, eV: 10.42
Strongest force on any atom, eV/A: 1.450
HOMO energy, eV: -9.4
Energy relative to the best compared isomer or geometry (same formula, charge and spin), kJ/mol: 181.04

Last column: natural (NBO) charge in e.
Geometry (Å):
C 0.13677 -0.20299 2.74632  -0.61
C 0.41419 0.69689 1.53202  -0.40
C -0.48756 0.49125 0.31198  -0.22
N -0.20890 -0.59944 -0.61184  -0.61
C -0.51294 -0.23948 -1.99027  -0.32
C 0.47971 -0.78966 -2.99339  0.44
O 1.24061 -0.11277 -3.62296  -0.50
H 0.71253 0.10587 3.61377  0.21
H -0.91380 -0.04570 2.98674  0.20
H 0.22685 -1.23180 2.40605  0.21
H 0.15195 1.69608 1.88144  0.20
H 1.47778 0.73550 1.27637  0.19
H -1.47450 0.38637 0.77358  0.18
H -0.50719 1.47389 -0.17671  0.17
H 0.80471 -0.72108 -0.56546  0.35
H -1.50567 -0.58760 -2.27965  0.20
H -0.51930 0.83941 -2.21176  0.19
H 0.48475 -1.89475 -3.07624  0.10



# 5
Density functional theory data (ωB97M-V/def2-TZVPD) for a 5-piece molecular cluster, C32H59ClN5O24P2S6 overall in a non-equilibrium geometry.

Properties
Calculated total energy, eV: -186815.4051
Net charge: +1
Frontier orbital gap, eV: 5.63
Strongest force on any atom, eV/A: 5.759
HOMO energy, eV: -8.3

Last column: Mulliken charge in e.
Geometry (Å):
C -2.10314 -1.35119 4.25541  -1.66
C -1.55395 -1.14285 2.96608  -1.05
C -1.29779 0.14406 2.08425  2.86
C -2.35152 -0.19201 0.96723  -2.08
C -2.08029 0.13808 -0.53476  0.68
C -3.20564 -0.63825 -1.34968  -0.82
C -3.84740 0.21877 -2.48176  -0.83
N -2.77235 0.92241 -3.21619  -0.46
C 0.26507 0.05511 1.74460  -0.95
P 1.11570 -1.52700 2.24284  -0.56
O 2.22788 -1.46903 3.41631  -0.23
O 1.42083 -2.56470 1.00203  -0.11
C 0.98061 1.48655 1.82802  0.08
P 0.97118 2.27669 0.05048  0.00
N 0.82545 1.26233 -1.14218  -0.61
N 2.39588 1.15094 2.02051  1.71
C 3.22148 0.78399 0.86023  0.24
C 4.41825 1.68261 0.37635  -1.34
O 3.12295 -0.22237 0.26169  -0.29
C 3.35799 1.71393 2.93125  -0.11
C 3.74774 3.21176 3.20139  -1.38
O 4.07531 0.96760 3.50770  -0.37
N 0.11326 2.19584 2.87686  1.83
C 0.36609 3.71423 2.71023  -0.30
C -0.47257 4.79207 1.99910  -1.92
C -1.54752 5.42694 2.99958  -0.45
C -1.36484 6.98477 3.05104  -1.05
S -1.85868 7.74624 1.44976  1.14
O -2.54522 8.97197 1.73509  -0.57
O -2.70477 6.84655 0.70611  -0.50
Cl -0.19096 8.09361 0.28458  -0.20
C 0.57003 2.17520 4.30400  -1.94
C 0.72171 0.71275 4.96798  1.40
C 2.12277 0.49957 5.70816  -2.11
O 0.73147 0.73654 6.39060  -0.68
C -1.29222 1.64284 2.71546  0.68
C -2.34092 1.94839 3.79803  -1.76
O -2.07265 1.40906 5.10986  -0.06
C -3.25193 1.43524 5.90459  -0.82
N -1.86398 2.27431 1.49120  -0.81
C -2.89705 2.87665 1.41936  0.59
S -4.33771 3.53575 1.46543  -0.22
H -3.20047 -1.40628 4.38552  0.36
H -1.48144 -1.41801 5.17067  0.18
H -1.38666 -2.11154 2.42906  0.59
H -3.33638 0.26943 1.22810  0.18
H -2.62205 -1.26769 0.94367  1.02
H -1.13024 -0.23069 -0.94971  0.18
H -2.27513 1.20813 -0.72458  0.02
H -2.72698 -1.55168 -1.77010  0.31
H -4.03762 -0.95321 -0.67610  0.41
H -4.36997 -0.44545 -3.21194  0.36
H -4.57169 0.91974 -2.01696  0.42
H -3.24682 1.63692 -3.76406  0.21
H -2.27692 0.27610 -3.82135  0.16
H 0.20385 -0.24099 0.65575  -0.09
H 2.20314 -2.32037 3.90931  0.38
H 0.62108 -3.06337 0.77621  0.38
H 2.08411 3.17515 -0.06500  0.13
H -0.14777 3.13778 -0.10827  0.10
H 1.64855 1.35330 -1.74531  0.27
H 4.59442 1.52272 -0.70398  0.39
H 4.20645 2.76652 0.50736  0.30
H 5.34116 1.46794 0.94586  0.32
H 3.30710 3.58450 4.14601  0.31
H 3.46308 3.84639 2.33093  0.33
H 4.84352 3.30430 3.30068  0.45
H 1.40137 3.79379 2.30614  -0.12
H 0.52061 4.24530 3.67504  0.79
H -1.02167 4.61805 1.06635  0.13
H 0.20306 5.65413 1.78621  1.02
H -2.57802 5.27179 2.62750  0.09
H -1.46862 5.01282 4.02314  0.54
H -1.93314 7.47001 3.86219  0.42
H -0.28272 7.22337 3.15763  0.47
H -0.09359 2.65808 5.04183  0.67
H 1.57800 2.55965 4.51728  1.06
H 0.27818 -0.18222 4.46039  0.12
H 2.53287 1.43565 6.11885  0.40
H 2.21888 -0.44624 6.26382  0.50
H -2.47435 3.03288 4.02754  0.46
H -3.30877 1.44468 3.56825  0.97
H -3.90158 2.31238 5.66711  0.33
H -2.98106 1.50051 6.97320  0.26
H -3.81924 0.48527 5.76248  0.26
C -1.68198 0.87153 -7.55796  -0.29
C -1.68523 -0.32488 -8.48509  -0.33
O -2.19869 -1.40214 -7.69091  -0.30
S -3.26366 -0.81976 -6.63489  1.10
O -4.56653 -1.00355 -7.16155  -0.57
O -2.89234 -1.26372 -5.33441  -0.53
O -2.87663 0.73767 -6.77853  -0.30
H -0.82641 0.84575 -6.87850  0.26
H -1.68376 1.81463 -8.09999  0.32
H -0.69244 -0.56318 -8.85934  0.32
H -2.36313 -0.17204 -9.32841  0.28
C 3.04437 -6.81495 -1.40423  -0.35
C 2.87825 -5.84679 -2.55771  -0.37
O 2.71696 -4.56508 -1.93915  -0.31
S 3.57052 -4.52220 -0.57308  1.11
O 4.81477 -3.88969 -0.83554  -0.65
O 2.71068 -4.10032 0.47869  -0.36
O 3.83189 -6.11061 -0.43986  -0.31
H 2.08180 -7.05718 -0.94750  0.27
H 3.54303 -7.73407 -1.70454  0.31
H 2.01802 -6.08321 -3.17963  0.32
H 3.77661 -5.81218 -3.17868  0.31
C 6.60708 -3.77408 4.28195  -0.36
C 5.58637 -4.13470 3.22185  -0.08
O 4.53398 -4.78863 3.94063  -0.27
S 4.42286 -4.15388 5.41414  1.02
O 3.38637 -3.17620 5.40257  -0.44
O 4.46449 -5.20230 6.36222  -0.58
O 5.83319 -3.38247 5.42268  -0.32
H 7.21318 -4.63856 4.56166  0.30
H 7.25922 -2.96214 3.96770  0.32
H 5.99335 -4.79036 2.45557  0.37
H 5.17035 -3.24047 2.75024  0.03
C -4.39969 -4.89007 -10.92876  -0.34
C -3.34212 -4.40148 -9.95980  -0.18
O -2.43004 -3.64880 -10.76606  -0.30
S -3.24153 -2.94606 -11.97005  1.10
O -3.52851 -1.60669 -11.59226  -0.53
O -2.60458 -3.27640 -13.19120  -0.53
O -4.59665 -3.80530 -11.84024  -0.32
H -4.04866 -5.75431 -11.49749  0.29
H -5.33309 -5.14104 -10.42939  0.31
H -2.82724 -5.21772 -9.45825  0.34
H -3.76957 -3.72785 -9.21239  0.15



# 6
Density functional theory data (ωB97M-V/def2-TZVPD) for C4H12N2S as an isolated structure in a non-equilibrium geometry.

Properties
Calculated total energy, eV: -18157.0604
Net charge: 0
Frontier orbital gap, eV: 7.76
Strongest force on any atom, eV/A: 2.169
HOMO energy, eV: -7.3
Energy relative to the best compared isomer or geometry (same formula, charge and spin), kJ/mol: 92.45

Last column: natural (NBO) charge in e.
Geometry (Å):
C 2.55292 0.54656 0.08418  -0.41
N -0.89826 1.81374 -0.46137  -0.77
C 0.39773 1.54710 -0.63213  0.37
N 1.10567 0.78342 0.18825  -0.58
H 3.14164 1.22020 0.76578  0.21
H 2.85044 0.69887 -0.98846  0.21
H 2.73061 -0.51155 0.32693  0.22
H -1.41350 1.23759 0.47529  0.35
H -1.29214 2.51804 -1.07183  0.40
H 0.93290 1.93772 -1.49533  0.18
H 0.67939 0.44687 1.04413  0.45
C -0.74890 -2.02615 -0.01736  -0.63
C -1.96440 -1.17852 0.28994  -0.50
S -1.77539 0.05959 1.67818  -0.48
H -0.40967 -2.51772 0.91150  0.21
H 0.13533 -1.35961 -0.27936  0.19
H -0.92790 -2.81937 -0.76361  0.21
H -2.84674 -1.79634 0.57201  0.21
H -2.24972 -0.60043 -0.62674  0.18